{"formula": "C47H43ClMoN6O5P3S2Se2Te", "method": "ωB97M-V with the def2-TZVPD basis set", "species": ["Te", "Mo", "Se", "Se", "Cl", "S", "S", "P", "P", "P", "O", "O", "O", "O", "O", "N", "N", "N", "N", "N", "N", "C", "C", "C", "C", "C", "C", "C", "C", "C", "C", "C", "C", "C", "C", "C", "C", "C", "C", "C", "C", "C", "C", "C", "C", "C", "C", "C", "C", "C", "C", "C", "C", "C", "C", "C", "C", "C", "C", "C", "C", "C", "C", "C", "C", "C", "C", "C", "H", "H", "H", "H", "H", "H", "H", "H", "H", "H", "H", "H", "H", "H", "H", "H", "H", "H", "H", "H", "H", "H", "H", "H", "H", "H", "H", "H", "H", "H", "H", "H", "H", "H", "H", "H", "H", "H", "H", "H", "H", "H", "H"], "positions_angstrom": [[-19.6117, -14.0348, 11.7699], [-13.8701, -17.2763, 8.8044], [-11.6066, -17.1003, 9.6354], [-15.2626, -10.0571, 8.5968], [-16.1186, -15.6605, 11.4239], [-13.1399, -17.1061, 6.4445], [-16.1204, -19.2108, 6.7067], [-11.6257, -14.7944, 9.6711], [-13.4498, -11.2771, 8.2078], [-21.8220, -13.4733, 12.2384], [-16.6047, -20.5692, 6.6713], [-15.3315, -18.8018, 5.5891], [-22.7787, -14.4120, 11.5487], [-22.0940, -13.4209, 13.8054], [-22.0400, -11.9002, 12.0589], [-15.2101, -14.7174, 8.0633], [-15.1782, -18.8557, 8.0994], [-14.1543, -15.1955, 8.6912], [-15.0101, -13.4128, 7.8747], [-12.4976, -14.4531, 5.5614], [-14.8425, -17.8699, 10.5199], [-9.7544, -14.8243, 7.7113], [-13.8205, -13.0245, 8.4379], [-15.3664, -21.1229, 9.0294], [-12.4196, -14.1983, 12.2879], [-21.5268, -11.2045, 9.8686], [-10.1440, -14.1401, 8.8534], [-15.8784, -21.8453, 10.1145], [-9.4042, -13.0598, 9.4505], [-12.2038, -10.9595, 9.4236], [-12.2617, -14.3032, 13.7067], [-15.4035, -17.9010, 12.8156], [-14.9171, -17.0795, 11.6629], [-20.8563, -13.8981, 15.8237], [-15.6987, -19.8813, 11.5826], [-12.4576, -11.3542, 10.7486], [-8.4167, -12.5168, 8.6583], [-11.2284, -10.0059, 9.2038], [-8.7363, -14.2536, 6.9368], [-8.1023, -13.0988, 7.3935], [-17.5731, -18.1943, 6.9612], [-12.8234, -15.5487, 5.9280], [-14.0427, -11.1881, 5.4517], [-19.9731, -18.1494, 6.7667], [-11.6945, -11.3521, 6.0750], [-11.6470, -10.8961, 11.7802], [-10.3084, -15.3194, 11.9351], [-11.2040, -15.0147, 14.2249], [-22.6614, -11.5352, 10.8007], [-10.6843, -9.9182, 11.5626], [-21.3817, -17.1856, 8.6198], [-15.8758, -19.1670, 12.8074], [-12.4403, -11.6896, 3.7182], [-18.8637, -16.9053, 8.4962], [-11.4645, -14.7085, 11.4288], [-10.4877, -9.4727, 10.2658], [-15.3524, -19.1255, 10.4304], [-11.4327, -11.5946, 4.6626], [-13.2311, -14.2239, 8.9899], [-10.2351, -15.5566, 13.3116], [-12.9846, -11.1893, 6.4244], [-20.0258, -17.3871, 7.9508], [-21.3007, -12.8535, 14.8085], [-16.0867, -21.2446, 11.3505], [-15.3069, -19.7338, 9.1481], [-18.7693, -18.7056, 6.3398], [-13.7966, -11.4826, 4.1166], [-17.6421, -17.2218, 7.8655], [-11.2257, -9.5999, 8.1922], [-21.8623, -12.1129, 15.3738], [-9.4694, -16.1786, 13.6577], [-14.5343, -11.3507, 3.3211], [-15.1175, -21.6418, 8.1146], [-13.3366, -13.6839, 11.9409], [-21.3556, -17.5419, 9.6993], [-11.0311, -15.1445, 15.3187], [-16.1847, -22.8875, 9.9535], [-10.3966, -11.6823, 4.3675], [-11.8181, -11.1625, 12.7909], [-16.3864, -21.9085, 12.1884], [-12.1663, -11.9357, 2.7003], [-7.4652, -12.5417, 6.7521], [-18.6709, -19.5818, 5.6894], [-21.8099, -16.1801, 8.6005], [-9.5873, -15.7295, 11.2001], [-21.9148, -10.6766, 8.9635], [-16.7367, -16.6479, 8.0978], [-10.0240, -9.6386, 12.3798], [-9.7815, -8.7345, 10.0847], [-20.8951, -10.5343, 10.4742], [-10.0547, -15.8626, 7.5641], [-18.8653, -16.1943, 9.3297], [-20.8648, -18.3078, 6.2066], [-15.5182, -17.2878, 13.6952], [-22.0820, -17.7435, 8.0261], [-12.9450, -13.7611, 14.3774], [-10.8513, -11.3057, 6.8190], [-19.9876, -13.5334, 16.4277], [-13.3404, -11.9156, 10.9838], [-14.9788, -10.8842, 5.8208], [-7.8676, -11.6100, 9.0091], [-20.6836, -14.9732, 15.5259], [-8.5202, -14.7405, 5.9919], [-20.8352, -12.0587, 9.5772], [-13.9632, -16.5124, 11.8527], [-21.7519, -14.0023, 16.5211], [-16.2906, -19.5784, 13.6897], [-23.3350, -10.6500, 11.0044], [-20.4264, -12.4743, 14.2620], [-23.2305, -12.3886, 10.4356], [-9.5536, -12.8586, 10.5281]], "forces_ev_per_angstrom": [[1.33, -0.35, -0.27], [-1.59, -1.67, -0.95], [0.01, 1.27, -0.28], [1.48, -0.71, -0.13], [-0.42, 0.55, 0.07], [-0.10, -0.21, -0.50], [1.55, 0.61, 0.82], [-0.69, -1.08, -0.90], [-2.92, 0.34, -0.69], [-2.88, -0.67, 0.73], [-0.20, 0.24, 0.36], [-0.25, 0.34, -0.52], [1.49, 1.48, 0.86], [-1.11, -1.50, 0.20], [-0.58, -0.13, -0.91], [1.43, 1.53, 0.14], [-0.14, 0.29, -2.23], [1.10, -0.62, 0.81], [0.52, -0.20, 0.75], [-1.25, -3.81, 1.22], [0.85, 1.58, -1.54], [0.95, 0.40, 0.34], [-0.72, -2.12, -0.17], [-0.64, 0.12, 0.69], [-0.73, 0.42, 1.28], [0.77, 0.58, -0.67], [-0.14, 0.29, 1.50], [-0.04, -0.15, 0.20], [-0.70, -1.48, -0.74], [0.35, 0.55, 1.08], [-0.16, 0.42, -0.72], [-0.58, 0.93, 1.12], [0.55, -1.50, 0.62], [-1.08, -1.02, 1.82], [-1.45, -1.74, -1.91], [0.42, 0.30, -0.13], [0.83, 0.39, -0.29], [-0.15, 0.56, -0.04], [-0.16, 0.14, 0.47], [-1.42, 0.31, 0.67], [-1.38, -3.09, -2.21], [1.55, 3.98, -0.76], [1.60, -0.27, -0.07], [1.15, -0.29, 0.16], [1.98, -0.47, -2.15], [-0.23, 0.61, -0.56], [-0.25, -0.57, 0.79], [1.37, -0.57, -0.45], [0.02, 0.40, -0.17], [0.37, -0.91, -0.56], [0.38, -0.07, 0.61], [1.73, 1.77, -1.13], [-0.28, 0.05, 1.24], [0.89, 0.60, -0.65], [0.02, 1.15, 0.87], [-0.94, -1.14, -0.21], [0.12, -1.69, 1.33], [-0.02, 0.44, 1.45], [-0.31, 1.03, -0.70], [-1.46, 1.24, -0.63], [-1.33, -0.14, 0.68], [-0.93, 0.19, 0.04], [1.69, -0.80, -0.54], [0.62, 0.11, 0.61], [-0.27, -0.67, 0.81], [0.95, 0.65, 1.21], [1.31, 0.83, 0.19], [0.36, 2.34, 2.11], [0.66, 0.14, 0.28], [0.08, 0.43, -0.51], [1.18, -0.62, 0.67], [-0.09, -0.38, 0.56], [-0.23, 0.29, -0.05], [0.75, -0.57, -0.03], [-0.15, 0.36, -1.40], [-0.34, 0.10, -1.04], [0.43, 0.37, 0.23], [0.05, -0.18, -0.13], [-0.35, -0.60, 0.74], [-0.03, 0.77, -0.49], [-0.18, 0.12, -0.04], [0.80, 0.11, -0.42], [-0.29, 0.67, -0.08], [0.57, 0.23, 0.18], [-0.30, 0.22, 0.87], [0.54, -0.42, 0.58], [-0.37, -0.48, 0.47], [-0.26, 0.34, -0.15], [1.21, 1.30, -0.42], [-0.02, 0.14, -0.65], [-0.68, 0.54, -0.48], [-0.02, -0.37, -0.26], [-0.71, -0.56, -0.07], [-0.03, -0.09, 0.45], [-0.55, -0.65, 0.17], [0.13, -0.50, -0.46], [-0.93, -0.27, -0.96], [-0.72, -0.28, -0.51], [-0.16, -0.36, -0.09], [-1.29, 0.03, 0.21], [-0.35, -0.96, -0.36], [0.13, 1.45, -0.44], [0.36, 0.25, 0.07], [-1.29, 0.79, 0.30], [-0.95, -0.56, -0.11], [1.20, 0.06, -0.44], [-0.30, -0.54, 0.64], [0.80, -1.01, -0.23], [0.02, 0.65, 0.70], [-0.33, 0.16, 0.11], [-0.21, 0.53, -0.94]], "homo_lumo_gap_ev": [6.223, 3.852], "total_charge": -1, "de_lowest_kj_mol": 511.4, "spin_multiplicity": 3}

{"formula": "C47H43LuN12O3S4", "method": "ωB97M-V with the def2-TZVPD basis set", "species": ["Lu", "S", "S", "S", "S", "O", "O", "O", "N", "N", "N", "N", "N", "N", "N", "N", "N", "N", "N", "N", "C", "C", "C", "C", "C", "C", "C", "C", "C", "C", "C", "C", "C", "C", "C", "C", "C", "C", "C", "C", "C", "C", "C", "C", "C", "C", "C", "C", "C", "C", "C", "C", "C", "C", "C", "C", "C", "C", "C", "C", "C", "C", "C", "C", "C", "C", "C", "H", "H", "H", "H", "H", "H", "H", "H", "H", "H", "H", "H", "H", "H", "H", "H", "H", "H", "H", "H", "H", "H", "H", "H", "H", "H", "H", "H", "H", "H", "H", "H", "H", "H", "H", "H", "H", "H", "H", "H", "H", "H", "H"], "positions_angstrom": [[-0.1576, 0.4365, -0.0711], [7.4701, -0.7941, 0.5212], [-0.5960, -2.3934, -1.0075], [2.4829, -0.0275, -0.3900], [6.7518, 2.0290, -0.5896], [0.9000, -1.2188, 2.4308], [-0.7599, -1.7894, 0.3414], [0.2539, -3.5284, -1.1282], [-1.1991, 0.0427, -4.1695], [5.4984, 0.6469, 1.3901], [3.9420, 0.6477, -2.4855], [1.1054, 2.4021, 1.4774], [1.9143, 1.5357, -2.6573], [0.7964, 1.8083, -1.9792], [0.5409, 1.4444, 3.6343], [-1.2114, 2.7053, -0.5374], [-2.7585, 0.3295, -0.6324], [-3.5221, -0.0584, 1.5897], [-0.2954, -1.1234, -1.9507], [-1.2542, 0.7320, 2.0874], [-2.2082, -3.0111, -1.4431], [-3.6299, -4.0424, -3.1193], [3.1829, 3.6378, 1.3348], [-2.1193, 3.2716, 0.2595], [-3.6086, -0.7615, 4.5627], [5.2095, -0.7088, 1.8533], [3.5598, 3.1903, 2.6404], [-4.4681, 0.6705, -2.2392], [1.1040, -2.9156, 4.0706], [1.6767, -1.9460, -3.2057], [6.5006, 0.7445, 0.4387], [-4.5228, -3.4099, -0.9322], [-5.4385, 0.7889, -1.3383], [-0.6123, 0.9162, 3.3250], [-1.8753, 4.1996, -2.2858], [-3.1225, 0.4911, -1.9349], [-2.7904, 4.8236, -1.4548], [-5.0448, 0.7172, 0.0039], [-1.6836, 0.7154, -5.1870], [-1.4526, 0.3245, 4.4379], [0.2212, -2.3809, 2.9267], [-2.5854, -0.2223, 3.8067], [1.4075, 2.0720, 2.7638], [6.5864, -1.2943, 2.0515], [2.5022, -2.4266, 3.6703], [2.7656, 0.8175, -1.8923], [-2.4736, 0.1238, 2.3466], [1.9222, -1.2868, -5.4622], [-4.7045, -3.8848, -2.2394], [1.9902, 3.1982, 0.8710], [-2.3829, -3.5811, -2.6808], [-1.1798, 0.1685, 5.7852], [-2.2231, -0.3889, 6.5297], [0.5059, -1.2809, -3.0925], [2.6742, 2.4345, 3.3438], [2.4060, -1.8366, -4.3711], [-2.9144, 4.3714, -0.1603], [2.2262, -1.1388, 2.9109], [0.6580, -0.6487, -5.5238], [-1.1007, 0.8120, -6.4835], [-1.1125, 3.1500, -1.7918], [-0.0355, -0.5830, -4.2947], [-3.3205, -2.8749, -0.5790], [0.0915, 0.0523, -6.6183], [-3.7449, 0.3713, 0.3004], [-3.3772, -0.8934, 5.9457], [0.0562, 2.6655, -2.5479], [0.1864, -3.0315, 2.0797], [4.7549, -0.8255, 2.8421], [4.1783, 1.2954, -3.2431], [-1.3690, 1.5257, -7.2459], [-2.3603, 0.4792, -2.7094], [-5.3883, -3.3228, -0.2682], [-1.9868, -0.4579, 7.6194], [4.7015, 1.3188, 1.1962], [6.9577, -0.7770, 2.9884], [-0.3302, 0.5703, 6.3120], [-4.4769, -1.0240, 4.0743], [6.6946, -2.3952, 2.1057], [3.9065, 4.2783, 0.8723], [1.7606, 3.5204, -0.0984], [2.8415, 2.1028, 4.3301], [2.0240, -2.4602, -2.2886], [3.4692, -2.1735, -4.3901], [4.6974, -1.4008, 1.1290], [2.5300, -1.2793, -6.3289], [2.3896, -0.2504, 3.4893], [-3.7601, -4.3875, -4.1481], [0.4281, 3.2085, -3.4107], [-3.2464, -2.1975, 0.3058], [-5.7267, -4.1280, -2.5661], [-3.6268, 4.8447, 0.4957], [3.1006, -2.2466, 4.5717], [-5.8191, 0.5528, 0.7060], [-3.4076, 5.6397, -1.8493], [4.5414, 3.4978, 3.0541], [0.7545, 0.1746, -7.5067], [-6.4961, 0.8564, -1.5222], [-4.7837, 0.7302, -3.2809], [4.6880, 0.1044, -2.1140], [0.7548, -2.4925, 5.0446], [-2.2509, 2.8557, 1.2536], [3.0358, -3.1949, 3.1074], [-0.7988, -2.1325, 3.2427], [1.1145, -4.0029, 4.1644], [-1.7854, 4.5473, -3.3469], [2.8449, -1.0982, 2.0205], [-2.5513, 1.2774, -4.9733], [-4.1039, -1.4446, 6.5229], [-1.5033, -3.6945, -3.4125]], "forces_ev_per_angstrom": [[-0.73, 0.59, 0.50], [-0.45, 1.26, 0.40], [-1.21, 1.20, -0.52], [0.16, 0.33, -0.25], [-0.12, -0.94, 0.69], [-0.51, 0.61, 0.25], [0.14, 0.20, -0.78], [0.83, -0.48, 0.05], [-0.34, 0.61, -0.40], [-1.05, 0.90, -1.32], [0.88, 0.71, -1.03], [0.17, -0.78, 1.47], [1.49, -0.76, 1.52], [-0.39, -0.62, 0.04], [-0.88, -0.29, -0.38], [-0.87, -0.28, 0.58], [-0.01, 0.27, -0.85], [0.92, 0.19, 1.44], [0.34, -0.98, 1.49], [0.12, 0.03, 0.64], [-0.96, 0.47, 0.65], [-0.23, 0.93, 0.68], [1.28, -0.61, 2.79], [-0.69, 1.02, -0.48], [2.30, 0.53, 0.91], [0.48, -1.76, -0.24], [0.41, 0.70, -0.76], [1.09, 0.13, -3.58], [-0.40, 0.29, 0.24], [-0.30, -0.33, 2.65], [-0.23, -0.59, 0.56], [-1.11, 0.20, -0.90], [-0.54, 0.16, 3.38], [0.31, -0.20, -0.20], [-0.27, 0.37, -1.18], [-0.71, 0.25, 1.88], [-0.13, 0.08, -0.45], [-0.75, -0.92, -1.56], [0.67, 0.07, -1.18], [0.70, -0.48, -1.57], [0.55, -0.01, 0.45], [0.71, 1.15, 0.58], [0.32, 0.47, -0.43], [1.15, 0.38, 0.44], [0.07, 0.03, 1.18], [-0.90, -0.21, -0.96], [-0.87, 0.12, -0.35], [-0.72, 1.15, -2.41], [-0.42, -0.76, -0.24], [0.13, 0.17, -0.60], [1.48, -0.93, -2.08], [-1.43, 0.55, -0.28], [1.11, -0.48, 1.16], [-1.80, 1.15, -1.55], [-1.23, -0.13, -1.06], [2.64, -1.41, 0.70], [0.51, -0.87, 0.42], [0.31, -1.11, -1.06], [-0.74, 0.29, 0.75], [2.38, -1.69, 1.36], [1.00, 0.78, -0.65], [0.82, -1.39, 0.78], [1.61, 1.20, 0.75], [0.18, 1.29, -0.40], [1.32, -0.18, 0.02], [-0.30, -0.02, -0.64], [-0.96, 0.86, 0.52], [-0.26, -0.87, -0.27], [-0.40, 0.84, -0.37], [-0.28, -0.57, 0.45], [-0.47, -0.17, -0.01], [0.03, -0.29, 0.32], [0.34, 0.04, -0.24], [-0.79, -0.22, -0.91], [1.13, -1.20, 0.46], [0.39, -0.78, -1.16], [0.30, 0.07, -0.34], [-1.87, -0.90, -0.70], [-0.47, 0.68, 0.22], [-0.28, 0.19, -0.85], [-0.76, 0.18, -1.47], [0.24, -0.28, 0.99], [0.11, 0.35, -0.92], [-1.05, -0.03, 0.05], [-0.04, 1.20, 0.29], [0.52, 0.13, -0.88], [-0.13, 0.47, 0.51], [0.01, 0.02, 0.47], [-0.28, -0.19, -0.28], [0.16, -1.17, -0.51], [0.57, -0.10, 0.16], [0.01, -0.15, 0.28], [0.01, 0.04, -0.17], [-0.32, 0.32, 1.06], [0.27, -0.31, 0.31], [-0.76, -0.33, -0.20], [-0.86, -0.28, 0.49], [-0.11, 0.19, -0.53], [0.45, -0.10, -0.04], [0.18, -0.18, 0.52], [0.41, -0.19, -0.70], [0.24, -0.01, -0.11], [-0.16, 0.17, -0.32], [0.26, 0.07, -0.10], [-0.33, 0.07, -0.07], [0.15, -0.51, 1.13], [0.08, 0.23, 0.05], [-1.13, 0.56, 0.15], [-0.12, 0.24, 0.28], [-1.26, 0.28, 1.35]], "homo_lumo_gap_ev": 7.269}

| no. | maximum force (eV/Å) | DFT total energy (eV) |
| --- | --- | --- |
| 1 | 4.34 | -270515.7357 |
| 2 | 3.74 | -150425.7774 |